ORCA calculation (wB97M-V/def2-TZVPD) on 2 unconnected molecules or ions with the total composition C2HF5O.

Last column: natural (NBO) charge in e.
Cartesian coordinates (Å):
C (-0.028, 1.594, -0.137)  0.84
C (-3.138, 0.253, -0.108)  0.95
O (-0.125, 0.736, -1.133)  -0.68
F (0.964, 2.469, -0.165)  -0.31
F (-0.428, 1.145, 1.060)  -0.34
F (-4.389, 0.638, -0.216)  -0.30
F (-2.837, 0.118, 1.208)  -0.32
F (-2.871, -0.925, -0.718)  -0.33
H (-0.637, -0.004, -0.805)  0.50

Results
calculated total energy = -17721.01454 eV
orbital gap (spin up / spin down) = 11.4 / 6.3 eV
lowest unoccupied orbital energy (spin up / spin down) = 0.5 / -1.5 eV
molecular weight = 136.019 g mol⁻¹



ORCA calculation (wB97M-V/def2-TZVPD) on a molecular structure, C23H26N6O3S.

Last column: natural (NBO) charge in e.
Cartesian coordinates (Å):
C (5.805, 0.400, -0.369)  -0.64
C (4.882, 0.502, 0.661)  -0.03
H (4.508, 1.622, 0.726)  0.20
H (5.217, 0.162, 1.590)  0.21
O (3.608, -0.478, 0.233)  -0.53
C (3.597, -1.661, 0.805)  0.81
O (4.493, -2.208, 1.483)  -0.61
C (2.396, -2.337, 0.197)  -0.24
N (1.146, -1.699, 0.635)  -0.07
C (-0.038, -2.004, 0.306)  0.17
N (-0.905, -0.883, 0.940)  -0.18
N (-0.163, -0.238, 1.576)  -0.04
N (1.173, -0.878, 1.471)  -0.21
C (-0.436, -2.963, -0.599)  -0.30
N (-1.543, -2.807, -1.681)  -0.42
C (-1.328, -1.833, -2.454)  -0.28
C (-0.832, -0.611, -1.990)  -0.08
C (-1.801, 0.462, -1.658)  -0.11
C (-1.286, 1.800, -1.092)  -0.04
C (-2.352, 2.709, -0.519)  -0.17
C (-1.986, 3.732, 0.041)  -0.10
C (-0.719, 3.932, 0.686)  -0.15
C (0.345, 3.023, 0.223)  -0.02
C (-0.109, 1.881, -0.468)  0.16
N (0.852, 1.060, -1.310)  -0.61
C (0.630, -0.225, -1.775)  0.64
O (1.453, -1.203, -2.107)  -0.71
H (1.863, 1.142, -0.823)  0.43
C (1.687, 2.976, 0.759)  -0.64
H (2.052, 2.091, 1.307)  0.26
H (1.901, 4.002, 1.224)  0.23
H (2.429, 3.065, -0.318)  0.19
H (-0.278, 4.710, 1.175)  0.21
C (-2.943, 4.655, 0.543)  -0.59
H (-3.942, 4.510, 0.169)  0.21
H (-2.942, 5.014, 1.690)  0.23
H (-2.576, 5.773, 0.052)  0.20
H (-3.354, 2.557, -0.669)  0.21
H (-2.825, 0.427, -1.971)  0.21
H (-2.256, -1.592, -3.120)  0.21
H (-0.341, -2.262, -3.017)  0.23
C (-3.027, -2.903, -0.827)  -0.26
C (-3.349, -2.366, 0.262)  -0.37
C (-3.196, -3.003, 1.505)  -0.12
C (-3.664, -1.923, 2.433)  -0.22
C (-3.830, -0.855, 2.012)  -0.42
S (-3.809, -0.828, 0.357)  0.55
H (-4.215, -0.087, 2.605)  0.24
H (-3.509, -2.142, 3.447)  0.21
H (-2.916, -3.793, 1.713)  0.15
H (-3.003, -4.011, -0.986)  0.24
H (-3.542, -2.596, -1.903)  0.20
H (0.619, -3.230, -1.332)  0.26
H (-0.659, -4.018, 0.054)  0.22
H (2.543, -2.456, -0.664)  0.21
H (2.530, -3.273, 0.939)  0.24
H (6.551, 1.026, -0.334)  0.22
H (5.218, 0.649, -1.356)  0.21
H (6.176, -0.516, -0.478)  0.22

Results
calculated total energy = -50169.86324 eV
orbital gap = 7.5 eV
lowest unoccupied orbital energy = -0.3 eV
molecular weight = 466.567 g mol⁻¹



ORCA calculation (wB97M-V/def2-TZVPD) on C6H15BrNP in the gas phase.

Last column: natural (NBO) charge in e.
Cartesian coordinates (Å):
C (2.245, -1.076, 0.620)  -0.64
C (2.600, 0.029, -0.369)  -0.20
Br (2.940, -0.763, -2.148)  -0.05
C (1.606, 1.199, -0.540)  -0.72
P (0.316, 1.419, 0.793)  0.51
C (-1.275, 1.278, -0.173)  -0.69
C (-2.339, 0.445, 0.544)  -0.41
C (-2.010, -1.042, 0.566)  -0.22
N (-2.132, -1.625, -0.774)  -0.84
H (1.170, -1.146, 0.777)  0.21
H (2.697, -0.865, 1.590)  0.23
H (2.612, -2.042, 0.285)  0.23
H (3.575, 0.437, -0.121)  0.21
H (1.097, 1.103, -1.497)  0.24
H (2.179, 2.123, -0.609)  0.24
H (0.383, 2.828, 0.803)  -0.03
H (-1.046, 0.838, -1.146)  0.22
H (-1.657, 2.277, -0.381)  0.23
H (-2.462, 0.796, 1.572)  0.20
H (-3.297, 0.575, 0.036)  0.22
H (-1.014, -1.187, 1.007)  0.16
H (-2.714, -1.556, 1.221)  0.20
H (-2.155, -2.637, -0.711)  0.36
H (-1.320, -1.408, -1.343)  0.35

Results
calculated total energy = -87286.24420 eV
orbital gap = 9.9 eV
SMILES = C[C@@H](Br)CPCCCN
lowest unoccupied orbital energy = 0.9 eV
molecular weight = 212.071 g mol⁻¹



ORCA calculation (wB97M-V/def2-TZVPD) on a molecular structure, C25H44Cl3N4O3PdSeSi.

Last column: Mulliken spin population.
Cartesian coordinates (Å):
C (2.451, -2.368, -7.114)  -0.02
C (1.844, -1.541, -8.202)  0.00
H (2.323, -3.427, -7.333)  0.00
H (2.005, -2.121, -6.150)  0.01
H (3.528, -2.183, -7.043)  0.00
C (1.677, -1.979, -9.464)  0.00
C (2.062, -3.335, -9.941)  0.00
H (1.318, -1.303, -10.240)  0.00
H (1.737, -4.122, -9.246)  0.00
H (3.146, -3.448, -10.097)  0.00
H (1.588, -3.517, -10.912)  0.00
Pd (0.044, -0.022, -0.891)  1.21
Cl (1.937, 1.264, -0.474)  0.17
Cl (1.247, -1.424, -2.525)  0.17
C (-0.269, 2.720, -2.156)  0.00
O (-0.980, 1.718, -1.878)  0.05
N (-0.774, 3.796, -2.760)  0.00
C (-2.190, 3.805, -3.106)  0.00
C (0.111, 4.776, -3.381)  0.00
H (0.806, 2.756, -1.908)  0.01
H (-2.762, 3.379, -2.273)  0.00
H (-2.386, 3.203, -4.010)  0.00
H (-2.497, 4.842, -3.288)  0.00
H (1.067, 4.754, -2.845)  0.00
H (-0.334, 5.774, -3.315)  0.00
H (0.305, 4.538, -4.439)  0.00
H (0.254, -4.454, -1.020)  0.00
H (-0.658, -2.995, -3.317)  0.01
C (-0.832, -4.572, -0.901)  0.01
C (-1.617, -3.345, -2.901)  -0.01
N (-1.545, -3.429, -1.449)  0.01
H (-1.062, -4.669, 0.162)  0.00
C (-1.717, -2.308, -0.740)  0.01
O (-1.877, -1.169, -1.257)  0.04
H (-2.416, -2.641, -3.168)  0.00
H (-1.710, -2.428, 0.357)  0.00
H (-1.157, -5.464, -1.444)  0.00
H (-1.831, -4.341, -3.293)  0.00
O (0.543, -0.272, -6.652)  0.01
C (1.421, -0.141, -7.768)  0.00
C (-0.267, 0.525, -9.607)  0.00
C (0.934, 0.732, -8.922)  0.00
H (-0.953, -0.261, -9.278)  0.00
C (-0.551, 1.289, -10.752)  0.00
H (2.351, 0.317, -7.383)  0.00
C (1.840, 1.701, -9.379)  0.00
H (-1.490, 1.136, -11.282)  0.00
C (0.372, 2.224, -11.231)  0.00
C (1.573, 2.432, -10.545)  0.00
H (2.784, 1.842, -8.835)  0.00
H (0.160, 2.801, -12.135)  0.00
H (2.314, 3.152, -10.908)  0.00
Si (-0.696, 0.585, -5.888)  0.00
Cl (0.850, -1.968, 0.323)  0.18
C (-2.345, 0.127, -6.641)  0.00
C (-0.394, 2.402, -6.224)  0.00
C (-0.564, -0.089, -4.194)  -0.01
H (-2.387, 0.466, -7.685)  0.00
H (-3.151, 0.621, -6.081)  0.00
H (-2.510, -0.958, -6.608)  0.00
H (-0.438, -1.174, -4.262)  0.01
H (-1.375, 0.118, -3.490)  0.00
H (0.359, 0.329, -3.781)  0.00
H (-0.335, 2.539, -7.316)  0.00
H (0.558, 2.735, -5.792)  0.00
H (-1.203, 3.050, -5.856)  0.00
C (1.534, 0.287, 3.033)  0.00
N (0.261, -0.288, 3.385)  0.02
C (0.043, -1.128, 4.466)  0.00
C (-1.280, -1.430, 4.473)  0.00
N (-1.852, -0.784, 3.392)  0.01
C (-3.261, -0.819, 3.075)  0.00
C (-0.899, -0.089, 2.696)  0.03
Se (-1.173, 0.935, 1.197)  0.09
H (2.107, 0.439, 3.952)  0.00
H (1.355, 1.243, 2.535)  0.00
H (2.073, -0.377, 2.352)  0.00
H (0.836, -1.404, 5.139)  0.00
H (-1.861, -2.028, 5.155)  0.00
H (-3.613, -1.858, 3.046)  0.00
H (-3.850, -0.274, 3.828)  0.00
H (-3.392, -0.343, 2.096)  0.00

Results
multiplicity = 3
calculated total energy = -153017.48347 eV
orbital gap (spin up / spin down) = 5.8 / 6.3 eV
total charge = -1
lowest unoccupied orbital energy (spin up / spin down) = 2.5 / 2.5 eV
molecular weight = 768.477 g mol⁻¹



no.,largest force on an atom (eV Å⁻¹)
1,3.7
2,19.9
3,0.2
4,2.4